A structure of composition C22H50CdP2Si2 in a non-equilibrium geometry, computed with ωB97M-V/def2-TZVPD.

Each line ends with the Mulliken charge.
CARTESIAN COORDINATES (ANGSTROEM)
P: -0.070633 -1.845087 -3.880963  1.45
P: 0.574591 1.381788 -1.421529  1.42
C: 0.309087 -0.066479 -4.073285  -0.89
C: 1.158162 0.607764 -3.007791  -1.63
H: -0.614486 0.473524 -4.325478  0.48
H: 0.871500 -0.102810 -5.029950  0.56
H: 2.058951 0.013720 -2.786571  0.66
H: 1.474006 1.560191 -3.462461  0.79
C: -0.709573 2.426182 -2.063677  -1.47
H: -0.991833 3.197392 -1.341741  0.45
H: -1.592096 1.845092 -2.354956  0.30
H: -0.293846 2.912928 -2.953547  0.40
C: 2.144045 2.459649 -1.195080  -1.69
H: 2.428573 2.906196 -2.168066  0.40
H: 2.964009 1.820810 -0.830741  0.52
H: 2.039056 3.221697 -0.406137  0.45
C: -1.087265 -2.692920 -5.223970  -1.63
H: -0.766278 -3.743135 -5.214879  0.36
H: -0.887924 -2.246583 -6.205445  0.45
H: -2.170807 -2.707122 -5.087528  0.43
C: 1.330909 -2.493920 -5.127774  -2.19
H: 2.349328 -2.325215 -4.750461  0.36
H: 1.227719 -1.961806 -6.082314  0.56
H: 1.223037 -3.575100 -5.341339  0.50
Cd: 1.080567 1.199663 0.711046  0.58
C: -1.505014 -1.299181 -1.720790  -1.31
C: -1.924849 -1.787403 -2.948683  -0.46
C: -2.748891 -2.943084 -2.396082  -1.00
C: -1.796261 -4.115448 -1.999336  -0.40
C: -0.522835 -4.291738 -2.665192  -1.34
C: 0.505566 -3.286202 -2.742476  -0.11
C: 0.872393 -2.437954 -1.527969  -0.95
C: -0.396776 -1.871476 -0.886080  1.50
C: 1.254462 -0.449151 1.945633  -1.24
H: -1.907325 -0.374871 -1.288616  0.50
H: -2.483692 -1.061058 -3.550657  0.63
H: -3.593185 -3.215199 -3.059550  0.39
H: -3.208338 -2.630372 -1.424268  0.36
H: -1.613891 -3.981958 -0.927550  0.24
H: -2.359397 -5.052031 -2.139156  0.43
H: -0.357171 -5.278872 -3.090202  0.37
H: 1.436728 -3.692976 -3.137603  0.98
H: 1.581430 -1.641348 -1.789220  -0.04
H: 1.423867 -3.122262 -0.871467  0.63
H: -0.739763 -2.704166 -0.235895  0.49
H: -0.024945 -1.088449 -0.191000  -1.39
H: 1.793164 0.080923 2.753814  0.20
H: 1.993883 -1.172927 1.643070  0.52
H: 0.299638 -0.818204 2.313647  0.07
C: 2.414875 3.185986 3.471722  -0.95
Si: 0.553007 3.269780 3.161778  0.32
C: -0.088338 4.285393 4.603631  -1.29
C: 0.120954 4.328036 1.657949  -0.69
C: -0.180508 1.611757 2.934886  -0.80
Si: -0.548447 0.521396 4.438816  0.58
C: -1.864764 1.229193 5.570671  -1.27
C: -1.221687 -1.183700 3.958606  -1.42
C: 0.945504 0.241781 5.555832  -1.12
H: 2.758498 4.196435 3.736333  0.37
H: 3.009681 2.860056 2.608123  0.26
H: 2.665898 2.522377 4.308304  0.27
H: 0.679402 5.029110 4.868456  0.35
H: -1.004203 4.810142 4.294940  0.31
H: -0.315081 3.671005 5.480998  0.30
H: -0.353559 3.774154 0.836348  -0.21
H: -0.621439 5.067722 1.999790  0.43
H: 0.989327 4.874660 1.261727  0.32
H: -1.125320 1.677807 2.337066  0.44
H: -2.835104 0.765120 5.349175  0.34
H: -1.641992 1.041378 6.630931  0.36
H: -1.985462 2.305220 5.429733  0.34
H: -0.452085 -1.918787 3.705558  0.43
H: -1.784507 -1.600823 4.802888  0.33
H: -1.901787 -1.112224 3.103147  0.35
H: 1.533669 -0.641169 5.273136  0.27
H: 1.642141 1.086068 5.597228  0.27
H: 0.583733 0.071091 6.582519  0.42

Cartesian forces, eV/Å:
-2.15 -5.36 -3.58
0.18 0.11 -3.12
-0.56 -0.12 -0.39
0.74 0.66 -0.09
0.08 -0.07 0.46
-0.07 0.27 0.67
-0.22 0.32 -0.15
0.37 -0.39 -0.21
-0.20 1.08 -0.61
-0.05 -0.15 -0.08
0.24 0.03 0.19
-0.34 0.16 -0.04
-0.20 0.17 -0.70
0.01 0.02 0.63
-0.09 -0.02 -0.52
-0.23 0.18 -0.53
-0.72 0.33 -0.70
-0.05 0.45 -0.13
0.03 -0.29 0.08
0.10 0.22 0.15
1.28 1.05 0.16
0.05 -0.02 -0.14
0.22 -0.06 0.07
0.01 0.68 0.37
-1.37 -1.16 4.97
2.34 3.75 3.22
0.45 0.81 -0.32
-0.31 -1.13 -0.63
-1.92 -0.86 0.39
0.60 -0.29 -0.39
0.65 1.06 0.06
-0.26 -0.86 0.29
0.59 0.15 1.76
2.70 -0.73 0.76
-0.11 -0.22 -0.05
-0.15 -0.15 0.14
0.55 -0.35 0.07
-0.04 -0.07 -0.90
-0.24 -0.45 -0.08
0.09 0.24 0.35
0.29 0.32 -0.16
-0.25 0.06 -0.24
-0.10 -0.20 -0.13
-0.22 0.46 0.50
-0.06 0.68 0.05
-0.60 -0.57 -0.16
-0.50 -0.45 0.01
-0.15 -1.17 -0.15
0.42 0.07 -0.62
0.23 0.31 -0.13
-0.62 -0.82 0.26
0.11 0.36 0.14
0.06 0.50 -0.23
-1.02 1.03 -0.37
0.68 0.04 -0.92
-0.52 0.26 0.10
-0.09 -0.24 0.21
0.26 -0.19 0.29
0.07 -0.19 -0.04
-0.07 -0.04 0.05
-0.11 0.10 -0.17
-0.35 -0.02 0.12
0.16 -0.10 0.24
0.13 0.18 -0.07
0.13 -0.03 0.14
0.29 -0.09 -0.23
-0.23 0.02 -0.02
0.28 0.22 0.48
0.11 0.10 0.05
-0.03 0.02 -0.26
-0.03 -0.05 0.09
-0.06 0.13 0.07
-0.03 0.08 -0.09
-0.03 0.01 0.06
-0.13 0.17 -0.06
-0.16 -0.03 0.00
0.13 0.03 -0.24

## Properties
ΔE to the lowest compared entry with this formula, charge and spin = 76.2 kcal per mole
E_LUMO (alpha / beta) = -0.11 / 0.10 eV
electronic energy = -2297.27119 hartree
HOMO energy (alpha / beta) = -0.2252 / -0.2257 hartree

***

A structure of composition C48H71ClN2O5PtSi, computed with ωB97M-V/def2-TZVPD.

Each line ends with the Mulliken charge.
CARTESIAN COORDINATES (ANGSTROEM)
Pt: 0.501421 0.991839 -0.353818  2.41
C: 0.143962 3.447571 -2.428120  -1.80
N: 1.217820 2.569105 -1.938135  0.42
C: 2.205893 3.387245 -1.213651  -1.37
C: 1.846014 1.840391 -3.062442  -1.31
C: 1.335714 0.418151 -3.251133  -0.87
N: 1.611571 -0.424956 -2.074497  0.61
C: 3.061753 -0.683048 -1.982128  -1.31
C: 3.530526 -1.304555 -0.701856  0.26
C: 4.077319 -2.553108 -0.672671  -0.14
C: 4.598754 -3.090620 0.524186  -0.33
C: 4.564861 -2.303653 1.695734  -0.38
C: 4.053842 -1.032719 1.753190  -1.05
C: 3.510284 -0.480699 0.506988  0.26
O: 3.025726 0.658924 0.437619  -0.57
C: 3.941093 -0.264296 3.062678  2.76
C: 4.906100 -0.814784 4.121182  -2.34
C: 4.222002 1.239278 2.884095  -1.65
C: 2.495907 -0.444903 3.565429  -1.34
C: 5.158623 -4.504009 0.607817  2.10
C: 4.249265 -5.332329 1.532004  -1.56
C: 5.216301 -5.186840 -0.758146  -2.16
C: 6.577968 -4.468866 1.193439  -1.63
C: 0.953217 -1.747639 -2.173649  -1.05
C: -0.544732 -1.796302 -2.098932  0.53
C: -1.293566 -2.169173 -3.160761  -0.81
C: -2.706077 -2.319263 -3.058827  -0.31
C: -3.315618 -2.107590 -1.820978  -0.66
C: -2.630602 -1.741762 -0.678351  -0.10
C: -1.185225 -1.566478 -0.798725  0.63
O: -0.493316 -1.191626 0.162314  -1.12
C: -3.412526 -1.529455 0.620326  2.93
C: -4.001786 -2.891411 1.033304  -1.96
C: -4.556810 -0.532197 0.364728  -1.61
C: -2.603571 -0.980053 1.802816  -2.44
C: -3.496165 -2.705919 -4.300938  2.06
C: -2.987637 -4.062449 -4.813494  -1.71
C: -3.273558 -1.635268 -5.381090  -1.49
C: -4.997478 -2.821208 -4.033226  -2.06
H: 0.578723 4.269313 -3.010715  0.47
H: -0.412393 3.848228 -1.583910  0.50
H: -0.533136 2.876774 -3.059152  0.42
H: 2.657479 4.129044 -1.885304  0.39
H: 2.977748 2.748479 -0.791232  0.34
H: 1.703401 3.900202 -0.396436  0.34
H: 2.924382 1.856868 -2.914391  0.60
H: 1.659862 2.379559 -3.996339  0.57
H: 1.807523 -0.007811 -4.150729  0.60
H: 0.257324 0.439574 -3.399654  0.08
H: 3.597237 0.254539 -2.107926  0.61
H: 3.345764 -1.339352 -2.817392  0.32
H: 4.103351 -3.130431 -1.588347  0.50
H: 4.957124 -2.740812 2.601517  0.36
H: 5.937616 -0.845503 3.757885  0.41
H: 4.628373 -1.814112 4.464901  0.34
H: 4.876544 -0.159876 4.992653  0.52
H: 5.141924 1.411673 2.317537  0.37
H: 4.347519 1.685913 3.872616  0.54
H: 3.403574 1.748074 2.378480  0.05
H: 2.277260 -1.500957 3.745218  0.24
H: 1.772447 -0.040887 2.855224  0.06
H: 2.372091 0.099533 4.507544  0.41
H: 3.225973 -5.359043 1.151951  0.34
H: 4.222476 -4.920790 2.542525  0.32
H: 4.619468 -6.358427 1.593136  0.45
H: 4.223390 -5.308297 -1.197053  0.39
H: 5.647158 -6.182637 -0.639983  0.45
H: 5.841704 -4.633405 -1.463016  0.41
H: 6.598568 -4.063399 2.205507  0.30
H: 7.243044 -3.863223 0.573671  0.38
H: 6.979155 -5.483914 1.233933  0.47
H: 1.335897 -2.348774 -1.347446  0.40
H: 1.274530 -2.230201 -3.108657  0.40
H: -0.803771 -2.339854 -4.113864  0.47
H: -4.386969 -2.221071 -1.753533  0.50
H: -4.703008 -3.279085 0.290457  0.29
H: -4.536529 -2.777868 1.979164  0.50
H: -3.212066 -3.633456 1.175652  0.40
H: -5.198310 -0.820746 -0.469571  0.30
H: -4.167066 0.471027 0.172293  0.05
H: -5.182363 -0.477222 1.259568  0.56
H: -1.815973 -1.659462 2.126143  0.36
H: -3.303022 -0.843855 2.633505  0.57
H: -2.140090 -0.017264 1.582499  0.28
H: -1.935986 -4.019394 -5.101858  0.30
H: -3.564242 -4.363728 -5.691215  0.48
H: -3.097872 -4.835209 -4.049261  0.37
H: -2.218082 -1.532131 -5.638918  0.31
H: -3.633137 -0.661039 -5.042571  0.26
H: -3.816795 -1.906434 -6.290072  0.46
H: -5.220286 -3.583767 -3.283283  0.38
H: -5.506491 -3.105898 -4.955959  0.45
H: -5.424053 -1.872750 -3.698542  0.38
C: -0.794687 1.338072 5.305595  -0.95
Si: -0.074612 2.737292 4.310673  -0.08
C: 1.560795 3.272267 5.048394  -1.06
C: -1.245268 4.180104 4.332160  -0.82
C: 0.158698 2.161490 2.616847  -1.18
C: 0.318031 1.737764 1.484435  1.94
H: -0.802892 1.551929 6.378869  0.36
H: -0.216397 0.426108 5.136218  0.27
H: -1.823067 1.144808 4.985745  0.28
H: 1.429164 4.129939 5.714310  0.45
H: 2.251148 3.559009 4.252016  0.31
H: 2.028317 2.469362 5.627659  0.29
H: -1.497769 4.459675 5.359716  0.35
H: -2.169181 3.945435 3.797649  0.02
H: -0.785772 5.045143 3.845393  0.30
C: -4.748120 3.246312 1.528294  -1.03
C: -4.244206 4.299936 0.580995  1.18
C: -4.020429 5.603913 0.988562  -0.92
C: -3.495699 6.541493 0.109979  0.21
Cl: -3.220131 8.176660 0.660557  -0.26
C: -3.181340 6.191750 -1.183996  -0.91
C: -3.405224 4.886340 -1.612220  -0.61
C: -3.946980 3.953262 -0.741123  0.75
O: -4.243418 2.660675 -1.071337  -0.46
C: -3.499454 2.022101 -2.091430  -1.55
C: -2.146271 1.561515 -1.577536  1.69
O: -1.509712 0.757631 -2.303286  -0.69
O: -1.743880 2.046027 -0.494226  -0.95
H: -4.844475 3.650883 2.535445  0.42
H: -4.056625 2.401797 1.549408  -0.04
H: -5.718573 2.854641 1.214816  0.34
H: -4.234698 5.890506 2.011035  0.37
H: -2.761552 6.925101 -1.859304  0.44
H: -3.150393 4.627052 -2.628607  0.37
H: -3.320736 2.670139 -2.948978  0.36
H: -4.078880 1.171820 -2.442237  -0.02

Cartesian forces, eV/Å:
0.03 0.56 0.15
0.01 -0.04 0.06
0.06 -0.11 0.22
0.00 0.02 -0.07
-0.02 0.11 -0.09
0.03 -0.04 0.05
-0.40 0.04 0.04
-0.02 0.03 0.06
0.11 0.09 0.26
0.05 -0.14 0.19
-0.04 0.04 -0.03
-0.01 -0.01 -0.09
-0.04 -0.06 -0.16
-0.15 -0.18 -0.10
0.07 0.16 -0.05
-0.07 0.02 -0.11
0.01 -0.01 -0.02
0.05 0.08 0.06
0.00 0.06 0.04
-0.05 0.06 0.02
-0.01 0.00 0.02
0.01 -0.04 -0.03
0.06 0.00 -0.02
-0.04 0.04 0.01
-0.08 -0.12 0.23
-0.29 -0.04 -0.09
0.15 0.01 0.00
0.07 0.02 -0.06
0.11 0.00 -0.13
-0.14 0.10 -0.16
0.29 -0.22 0.17
0.09 0.00 -0.08
-0.02 0.01 0.01
0.00 0.04 0.05
-0.04 0.02 0.07
0.06 0.02 0.03
0.00 -0.03 -0.02
-0.02 0.02 -0.04
-0.01 0.00 0.00
0.00 -0.01 -0.02
0.01 0.01 0.00
0.00 -0.02 0.01
0.00 0.00 0.00
0.00 -0.03 0.00
-0.02 0.00 0.02
0.02 -0.03 0.02
0.02 0.07 -0.02
0.04 -0.01 0.00
-0.01 -0.03 0.01
-0.04 0.05 0.03
0.04 0.01 -0.03
0.02 -0.02 0.03
0.01 -0.02 0.03
-0.04 0.03 0.01
0.00 0.01 -0.06
0.00 -0.02 0.00
-0.02 -0.02 0.03
0.00 0.01 0.00
0.07 -0.07 0.07
0.00 0.02 0.00
0.04 -0.03 0.02
0.00 -0.03 -0.04
0.02 0.00 0.00
0.00 -0.01 -0.03
0.00 0.02 0.00
0.02 0.01 0.02
-0.01 0.02 -0.02
-0.01 -0.02 0.03
-0.02 -0.01 -0.03
-0.02 -0.02 0.01
0.00 0.02 0.01
0.05 0.03 0.03
-0.01 -0.01 -0.04
-0.04 -0.03 0.01
-0.02 -0.04 0.00
0.03 0.03 0.00
0.00 -0.02 -0.02
-0.02 0.04 0.00
0.00 -0.01 0.03
-0.01 -0.09 -0.02
0.01 0.01 -0.02
-0.05 0.01 -0.02
0.03 0.01 0.01
-0.04 -0.04 -0.01
-0.03 0.00 0.01
0.02 0.00 0.01
-0.01 0.03 -0.02
-0.04 0.00 0.01
0.02 -0.03 0.01
0.01 0.00 0.03
0.02 0.01 -0.03
0.01 0.01 0.01
0.02 -0.02 -0.01
-0.13 -0.19 0.14
-0.02 -0.02 0.09
0.20 0.02 0.09
-0.13 0.26 0.00
0.13 -0.09 -0.38
0.01 0.13 -0.07
-0.01 -0.01 -0.06
-0.03 0.00 0.05
0.06 -0.03 0.03
0.02 -0.05 -0.01
0.01 0.03 0.06
-0.01 0.05 -0.07
0.00 0.02 -0.05
0.03 0.01 0.02
-0.07 -0.01 0.02
0.01 0.06 -0.03
-0.01 -0.01 0.07
0.00 0.02 0.08
-0.02 0.03 0.08
-0.01 -0.10 -0.03
0.03 -0.04 -0.08
-0.05 0.05 0.06
0.15 -0.15 0.07
-0.25 0.05 -0.35
0.00 0.22 0.27
0.35 -0.34 -0.12
-0.43 0.37 -0.06
0.39 -0.55 -0.17
-0.01 0.00 -0.01
0.04 0.04 0.01
0.02 0.03 -0.02
0.00 0.00 -0.02
-0.01 -0.01 0.00
-0.01 -0.03 -0.04
-0.07 0.03 -0.13
-0.04 -0.08 0.09

## Properties
multiplicity = 5
ΔE to the lowest compared entry with this formula, charge and spin = 0.0 kcal per mole
E_LUMO (alpha / beta) = 0.20 / -2.07 eV
electronic energy = -3226.23834 hartree
HOMO energy (alpha / beta) = -0.2642 / -0.2820 hartree
<S²> = 6.078